Here is a molecular structure, C20H13AuCl4NO4 from OMol25. Energies are from the ωB97M-V functional and the def2-TZVPD basis.

Computed properties:
- ΔE to the lowest compared entry with this formula, charge and spin (kJ/mol) = 61.60
- orbital gap (eV) = 4.873
- E_HOMO (eV) = -3.45
- charge = -1
- largest force on an atom (eV Å⁻¹) = 0.7

CARTESIAN COORDINATES (ANGSTROEM)
C -3.50628 -3.30530 0.48296
H -5.53494 -3.85495 0.17598
O -0.22974 -6.14965 2.02316
H -4.42026 0.09405 -1.09749
O -1.98195 -0.15279 -0.61558
C -5.11102 -1.83232 -0.50528
C 0.48636 -3.91946 1.96130
O 0.35871 0.05467 2.39569
C 1.97917 -5.56916 2.88607
H -0.53461 -1.67016 0.96774
H -1.06544 -7.93642 2.41015
Cl 1.28380 -0.45791 5.13140
C 1.41739 -2.92987 2.21321
C 1.61047 0.27828 2.57072
C 0.76632 -5.24639 2.30701
H 1.19373 -1.89799 1.97680
H 0.69117 -8.00940 2.15895
C 2.91573 -4.56685 3.12370
H 3.86586 -4.82297 3.57347
O 1.87218 1.03084 0.30446
C -4.77771 -3.09092 0.06354
Au -0.07784 0.37503 0.02160
C 2.42097 0.74627 1.46189
C 3.64844 0.21762 3.95740
H -3.26981 -4.24967 0.96094
C -4.17378 -0.86408 -0.65952
H 3.35380 -2.46682 2.97963
C 3.79464 0.87092 1.64952
C -0.12225 -7.43253 2.60622
H -1.33578 -4.49831 1.25071
H 2.20892 -6.59160 3.15080
Cl 4.39103 -0.09410 5.49530
H -6.13202 -1.64225 -0.81430
C -2.79692 -1.05759 -0.28698
N -0.76277 -3.67292 1.35527
Cl 6.14488 0.74038 3.03265
C -1.21380 -2.51908 0.90654
C 2.63597 -3.25328 2.79149
C 2.26429 0.06739 3.79624
C 4.42085 0.60537 2.87928
C -2.48309 -2.31601 0.36254
H 0.03695 -7.36158 3.68486
Cl 4.74510 1.37658 0.28443

Per-atom Mulliken charges, elementary charge units: number 1, C, carries -0.535; number 2, H, carries 0.377; number 3, O, carries -0.436; number 4, H, carries 0.436; number 5, O, carries -0.737; number 6, C, carries -0.327; number 7, C, carries -0.497; number 8, O, carries -0.950; number 9, C, carries -0.482; number 10, H, carries -1.259; number 11, H, carries 0.261; number 12, Cl, carries -0.220; number 13, C, carries 0.270; number 14, C, carries -0.167; number 15, C, carries 0.995; number 16, H, carries 0.246; number 17, H, carries 0.332; number 18, C, carries -0.819; number 19, H, carries 0.396; number 20, O, carries -1.018; number 21, C, carries -0.731; number 22, Au, carries 0.482; number 23, C, carries 0.612; number 24, C, carries -0.001; number 25, H, carries 0.233; number 26, C, carries -0.589; number 27, H, carries 0.376; number 28, C, carries 0.091; number 29, C, carries -0.979; number 30, H, carries 0.249; number 31, H, carries 0.374; number 32, Cl, carries -0.235; number 33, H, carries 0.356; number 34, C, carries 0.898; number 35, N, carries 0.100; number 36, Cl, carries -0.238; number 37, C, carries 1.872; number 38, C, carries -0.738; number 39, C, carries 0.470; number 40, C, carries 0.304; number 41, C, carries 0.044; number 42, H, carries 0.415; number 43, Cl, carries -0.232